Record 1
Entry from the OMol25 dataset: an isolated molecule of C26H33N3O (ωB97M-V with the def2-TZVPD basis set).

As for the LUMO energy: 0.71 eV. For the energy relative to the best compared isomer or geometry (same formula, charge and spin), the calculation gives 0.478 eV. For the HOMO energy, the calculation gives -8.142 eV. For the maximum force, the calculation gives 0.8 eV Å⁻¹. As for the gap between HOMO and LUMO: 0.3255 Ha.

Positions of all 63 atoms, in Å:
C -4.001 -2.443 2.273
N -3.177 -2.072 1.161
C -2.096 -2.719 0.681
C -1.621 -1.990 -0.388
C -2.505 -0.886 -0.476
N -3.438 -0.974 0.466
C -2.494 0.223 -1.418
C -1.300 0.694 -1.960
C -1.312 1.757 -2.843
C -2.506 2.365 -3.195
C -3.696 1.907 -2.651
C -3.692 0.845 -1.768
H -4.611 0.481 -1.336
H -4.629 2.383 -2.918
H -2.510 3.196 -3.886
H -0.381 2.120 -3.257
H -0.369 0.238 -1.665
C -0.488 -2.349 -1.291
N 0.726 -1.619 -0.966
C 1.227 -1.969 0.356
C 2.724 -1.690 0.494
H 3.294 -2.535 0.100
H 2.980 -1.598 1.550
C 3.135 -0.433 -0.279
C 2.824 -0.673 -1.773
C 1.754 -1.749 -1.978
H 1.292 -1.611 -2.959
H 2.208 -2.756 -1.970
H 3.730 -0.976 -2.300
H 2.488 0.263 -2.217
C 2.370 0.814 0.198
C 2.475 1.129 1.688
H 3.516 1.311 1.963
H 2.110 0.289 2.281
C 1.656 2.374 2.048
C 0.180 2.156 1.861
C -0.515 1.309 2.716
C -1.875 1.110 2.562
C -2.564 1.761 1.553
C -1.880 2.600 0.692
C -0.518 2.792 0.844
H 0.009 3.448 0.166
H -2.408 3.107 -0.101
H -3.623 1.603 1.430
H -2.402 0.450 3.236
H 0.014 0.809 3.516
H 1.848 2.630 3.094
H 1.986 3.212 1.430
H 1.318 0.688 -0.058
H 2.759 1.665 -0.364
C 4.649 -0.221 -0.112
O 5.054 0.901 -0.863
H 6.002 1.026 -0.751
H 5.179 -1.122 -0.457
H 4.891 -0.081 0.951
H 0.658 -1.386 1.087
H 1.049 -3.038 0.573
H -0.766 -2.095 -2.319
H -0.324 -3.443 -1.237
H -1.751 -3.637 1.115
H -3.407 -2.517 3.186
H -4.491 -3.402 2.091
H -4.758 -1.670 2.395

Cartesian forces (eV/Å) of the 3 atoms listed first:
C -0.26 -0.15 0.34
N 0.43 -0.18 -0.31
C 0.07 0.19 -0.20

Atom charges from the natural (NBO) analysis, given in e for atoms 1 to 8: -0.41, -0.16, -0.04, -0.14, 0.16, -0.28, 0.00, -0.24

Record 2
Entry from the OMol25 dataset: a structure of composition C7H6 in a non-equilibrium geometry (ωB97M-V with the def2-TZVPD basis set).

As for the LUMO energy: -0.84 eV. For the energy relative to the best compared isomer or geometry (same formula, charge and spin), the calculation gives 4.699 eV. For the HOMO energy, the calculation gives -8.840 eV. For the maximum force, the calculation gives 5.1 eV Å⁻¹. As for the gap between HOMO and LUMO: 0.2940 Ha.

Positions of all 13 atoms, in Å:
C -0.491 -1.465 0.020
C 0.629 -0.734 0.116
C -1.611 -0.429 -0.034
C 1.890 0.816 -0.043
C -0.956 0.863 0.131
C 2.144 -0.699 0.182
C 0.338 0.745 0.081
H -0.516 -2.444 -0.261
H -2.119 -0.318 -1.001
H -2.366 -0.516 0.843
H 2.319 1.592 0.515
H 2.362 0.843 -1.076
H -1.623 1.746 0.528

Cartesian forces (eV/Å) of the 3 atoms listed first:
C -0.06 2.82 -0.42
C 0.38 0.29 -0.47
C -1.53 -1.22 1.88

Atom charges from the natural (NBO) analysis, given in e for atoms 1 to 8: -0.05, -0.22, -0.49, -0.55, -0.18, 0.15, -0.09, 0.21

Record 3
Entry from the OMol25 dataset: a cluster of 5 separate species, C16H24F4IO13P in total in a non-equilibrium geometry (ωB97M-V with the def2-TZVPD basis set).

As for the LUMO energy: 0.06 eV. For the HOMO energy, the calculation gives -8.264 eV. For the maximum force, the calculation gives 3.5 eV Å⁻¹. As for the gap between HOMO and LUMO: 0.3057 Ha.

Positions of all 59 atoms, in Å:
O -1.162 0.896 0.793
C -0.308 1.507 -0.257
C 1.291 1.116 -0.124
C 1.451 -0.512 0.094
C 2.409 -0.940 1.354
P 1.922 -0.184 3.038
I 1.507 0.734 5.297
H -1.471 -0.020 0.513
H -0.749 1.137 -1.300
H -0.455 2.681 -0.140
H 1.805 1.458 -1.133
H 1.779 1.684 0.805
H 2.000 -0.911 -0.889
H 0.401 -1.074 0.097
H 3.518 -0.641 1.105
H 2.355 -2.126 1.481
H 1.734 -1.514 3.628
H 3.245 0.380 3.116
H 0.738 0.460 2.531
C -3.084 -2.514 1.595
C -3.133 -2.543 3.085
O -1.942 -3.209 3.441
C -1.063 -2.923 2.440
O 0.143 -3.087 2.520
O -1.697 -2.421 1.336
F -4.179 -3.281 3.518
H -3.477 -3.428 1.140
H -3.618 -1.656 1.179
H -3.155 -1.554 3.553
C -1.628 3.779 4.898
C -2.968 4.106 5.462
O -3.777 3.035 5.032
C -2.931 1.972 4.925
O -3.297 0.811 4.846
O -1.621 2.365 4.926
F -3.452 5.248 4.924
H -1.507 4.122 3.865
H -0.812 4.186 5.501
H -2.992 4.170 6.555
C -0.839 -1.639 -4.380
C -1.698 -0.939 -5.377
O -1.852 0.351 -4.831
C -0.718 0.568 -4.109
O -0.356 1.665 -3.716
O -0.029 -0.592 -3.885
F -2.917 -1.518 -5.454
H -1.415 -2.074 -3.556
H -0.230 -2.425 -4.835
H -1.256 -0.866 -6.377
C 4.185 0.535 -5.055
C 3.028 -0.402 -5.011
O 3.634 -1.670 -4.899
C 4.809 -1.444 -4.246
O 5.480 -2.319 -3.724
O 5.139 -0.117 -4.241
F 2.332 -0.364 -6.170
H 4.593 0.659 -6.064
H 3.937 1.522 -4.654
H 2.352 -0.241 -4.164

Cartesian forces (eV/Å) of the 3 atoms listed first:
O 0.46 -0.75 -1.15
C -0.15 0.06 -0.53
C -0.75 -0.25 0.30

Atom charges from the natural (NBO) analysis, given in e for atoms 1 to 8: -0.76, -0.07, -0.45, -0.43, -0.77, 0.59, -0.38, 0.47

Record 4
Entry from the OMol25 dataset: a cluster of 11 separate species, C54H113N10O10 in total in a non-equilibrium geometry (ωB97M-V with the def2-TZVPD basis set).

As for the LUMO energy: -4.81 eV. For the energy relative to the best compared isomer or geometry (same formula, charge and spin), the calculation gives 1.087 eV. For the HOMO energy, the calculation gives -11.900 eV. Its net charge is +3. For the maximum force, the calculation gives 6.6 eV Å⁻¹. As for the gap between HOMO and LUMO: 0.2605 Ha.

Positions of all 187 atoms, in Å:
C -7.002 -7.430 -3.902
C -6.433 -6.117 -3.356
C -4.950 -6.369 -3.309
N -4.070 -5.134 -2.764
C -4.094 -3.973 -3.727
C -3.019 -2.935 -3.603
C -1.639 -3.670 -3.746
C -1.485 -4.730 -2.626
C -2.635 -5.748 -2.698
C -4.551 -4.703 -1.401
H -6.437 -7.787 -4.729
H -7.988 -7.341 -4.291
H -6.998 -8.224 -3.148
H -6.773 -5.907 -2.311
H -6.688 -5.247 -3.920
H -4.560 -6.552 -4.282
H -4.689 -7.140 -2.602
H -3.996 -4.348 -4.757
H -5.135 -3.631 -3.649
H -3.146 -2.170 -4.364
H -3.095 -2.406 -2.648
H -1.638 -4.177 -4.704
H -0.795 -3.027 -3.573
H -0.522 -5.263 -2.716
H -1.372 -4.212 -1.647
H -2.603 -6.368 -3.595
H -2.556 -6.374 -1.779
H -3.848 -3.903 -1.040
H -4.628 -5.499 -0.689
H -5.478 -4.121 -1.517
C 1.860 0.425 -4.892
C 2.155 -0.856 -4.139
C 3.351 -0.662 -3.226
N 3.723 -1.881 -2.429
C 4.037 -3.134 -3.311
C 5.244 -2.828 -4.149
C 6.447 -2.518 -3.325
C 6.191 -1.261 -2.458
C 4.901 -1.478 -1.600
C 2.583 -2.262 -1.529
H 1.574 1.276 -4.293
H 1.066 0.344 -5.590
H 2.662 0.860 -5.528
H 2.209 -1.760 -4.774
H 1.281 -1.039 -3.504
H 3.139 0.125 -2.482
H 4.091 -0.214 -3.885
H 3.154 -3.298 -3.914
H 4.220 -3.883 -2.580
H 5.020 -1.953 -4.758
H 5.377 -3.733 -4.776
H 7.337 -2.346 -3.968
H 6.770 -3.397 -2.718
H 6.025 -0.398 -3.133
H 7.067 -1.095 -1.809
H 4.664 -0.512 -1.178
H 5.143 -2.233 -0.859
H 2.965 -3.123 -0.876
H 1.740 -2.583 -2.124
H 2.300 -1.473 -0.874
C 6.897 -0.493 1.690
C 6.191 -1.789 2.119
N 4.709 -1.791 2.056
C 3.770 -2.711 2.511
C 2.524 -2.158 2.344
N 2.749 -0.847 1.869
C 4.059 -0.693 1.698
C 1.795 0.195 1.635
H 7.965 -0.514 1.928
H 6.511 0.425 2.096
H 6.871 -0.307 0.627
H 6.328 -1.941 3.195
H 6.604 -2.647 1.620
H 4.064 -3.685 2.770
H 1.516 -2.572 2.432
H 4.398 0.263 1.293
H 1.742 0.524 0.619
H 2.043 1.088 2.204
H 0.827 -0.159 1.959
C 1.742 9.641 4.621
C 0.696 8.719 4.003
N 1.265 7.443 3.455
C 1.204 7.032 2.150
C 1.757 5.778 2.090
N 2.055 5.432 3.414
C 1.726 6.414 4.211
C 2.625 4.135 3.814
H 1.269 10.648 4.686
H 2.661 9.640 3.992
H 2.156 9.313 5.622
H 0.201 9.231 3.163
H -0.004 8.490 4.813
H 0.866 7.713 1.396
H 1.794 5.034 1.324
H 1.872 6.439 5.245
H 3.424 4.385 4.473
H 2.801 3.517 2.935
H 1.845 3.682 4.395
C 4.066 4.269 -3.783
C 3.166 4.806 -4.820
N 2.097 5.773 -4.468
C 1.482 6.690 -5.279
C 0.550 7.381 -4.503
N 0.614 6.763 -3.240
C 1.605 5.857 -3.198
C -0.166 7.026 -2.034
H 4.397 4.908 -2.975
H 4.943 3.927 -4.317
H 3.643 3.338 -3.353
H 2.653 4.097 -5.455
H 3.756 5.414 -5.527
H 1.715 6.853 -6.317
H -0.108 8.239 -4.612
H 1.859 5.179 -2.437
H -0.173 8.038 -1.642
H 0.243 6.362 -1.252
H -1.179 6.682 -2.115
C -4.754 -2.307 6.425
N -3.176 -2.445 6.326
C -2.458 -2.373 7.677
C -2.951 -3.760 5.750
C -2.734 -1.234 5.484
C -1.558 -1.511 4.510
O -0.425 -1.950 5.262
H -5.179 -1.390 6.786
H -5.053 -3.187 7.037
H -5.017 -2.405 5.341
H -1.378 -2.269 7.414
H -2.626 -3.308 8.227
H -2.767 -1.457 8.207
H -3.383 -4.543 6.379
H -1.888 -3.914 5.586
H -3.505 -3.708 4.778
H -2.557 -0.468 6.258
H -3.607 -0.904 4.891
H -1.166 -0.617 4.044
H -1.861 -2.175 3.698
H 0.070 -2.559 4.666
C -3.550 1.516 0.104
N -2.695 0.204 0.131
C -3.059 -0.501 1.449
C -3.133 -0.665 -1.077
C -1.239 0.448 -0.028
C -0.797 1.576 -0.992
O 0.565 1.204 -1.321
H -3.488 1.887 -0.915
H -3.260 2.278 0.815
H -4.586 1.145 0.316
H -2.526 -1.437 1.449
H -4.120 -0.670 1.577
H -2.731 0.165 2.276
H -3.116 0.072 -1.899
H -4.115 -1.043 -0.965
H -2.441 -1.495 -1.182
H -0.803 -0.437 -0.524
H -0.724 0.665 0.886
H -0.801 2.512 -0.512
H -1.502 1.560 -1.853
H 1.191 1.946 -1.298
C -0.669 -4.828 0.977
C -0.351 -3.313 0.732
O -0.239 -2.539 1.701
O -0.300 -2.838 -0.412
H -0.071 -5.492 0.345
H -1.716 -4.987 0.701
H -0.617 -5.031 2.058
C 4.735 3.628 0.179
C 3.749 2.690 -0.399
O 3.905 1.431 -0.303
O 2.889 3.220 -1.184
H 4.190 4.532 0.517
H 5.524 3.878 -0.587
H 5.328 3.258 1.029
C -6.802 -3.218 3.012
C -5.657 -2.370 2.454
O -5.732 -2.006 1.232
O -4.672 -1.908 3.189
H -7.320 -3.728 2.155
H -7.564 -2.487 3.376
H -6.509 -3.812 3.899
C -3.565 6.163 0.831
C -2.335 5.182 1.169
O -2.711 4.069 1.374
O -1.233 5.827 1.142
H -3.228 7.208 0.569
H -4.218 6.204 1.750
H -4.061 5.745 -0.054

Cartesian forces (eV/Å) of the 3 atoms listed first:
C -0.19 0.06 0.77
C 0.18 -0.69 1.63
C 0.52 2.42 1.25

Atom charges from the Löwdin analysis, given in e for atoms 1 to 8: -0.07, -0.22, -0.11, -0.23, -0.13, -0.14, -0.14, -0.17

Record 5
Entry from the OMol25 dataset: an isolated molecule of C2H5NO2S in a non-equilibrium geometry (ωB97M-V with the def2-TZVPD basis set).

As for the LUMO energy: 0.02 eV. For the energy relative to the best compared isomer or geometry (same formula, charge and spin), the calculation gives 4.494 eV. For the HOMO energy, the calculation gives -8.512 eV. For the maximum force, the calculation gives 5.6 eV Å⁻¹. As for the gap between HOMO and LUMO: 0.3136 Ha.

Positions of all 11 atoms, in Å:
C 0.737 1.334 0.225
C -1.124 -0.149 -0.016
H 1.531 0.533 -0.104
H 0.450 1.242 1.394
H 0.973 2.467 -0.251
H -0.904 -2.037 0.427
H 1.055 -1.181 -1.259
N -0.380 -1.253 0.256
O -0.477 0.850 -0.453
O 0.913 -1.627 -0.163
S -2.773 -0.179 -0.056

Cartesian forces (eV/Å) of the 3 atoms listed first:
C 0.44 -0.24 -0.07
C -0.68 -2.32 -0.50
H -0.95 2.17 1.25

Atom charges from the natural (NBO) analysis, given in e for atoms 1 to 8: -0.30, 0.37, 0.21, 0.22, 0.23, 0.39, 0.46, -0.33

Record 6
Entry from the OMol25 dataset: an isolated molecule of C3H2Cl2N2 in a non-equilibrium geometry (ωB97M-V with the def2-TZVPD basis set).

As for the LUMO energy (spin up / spin down): -1.67 / -1.67 eV. For the energy relative to the best compared isomer or geometry (same formula, charge and spin), the calculation gives 4.976 eV. For the HOMO energy (spin up / spin down), the calculation gives -8.255 / -8.261 eV. For the maximum force, the calculation gives 2.5 eV Å⁻¹. As for the gap between HOMO and LUMO (spin up / spin down): 0.2418 / 0.2421 Ha.

Positions of all 9 atoms, in Å:
C 0.708 1.212 0.507
C 1.238 -0.012 0.101
C -0.635 1.079 0.234
N 0.262 -0.792 -0.444
N -0.914 -0.113 -0.307
Cl 2.837 -0.551 0.167
Cl -2.402 -1.039 0.387
H -1.452 1.716 0.518
H 0.358 -1.501 -1.161

Cartesian forces (eV/Å) of the 3 atoms listed first:
C 0.66 0.51 0.03
C -1.39 0.65 -0.62
C 0.66 0.61 1.66

Atom charges from the natural (NBO) analysis, given in e for atoms 1 to 8: -0.34, 0.11, -0.04, -0.40, -0.15, 0.09, 0.07, 0.22